Record 1
This record from the OMol25 dataset describes a molecular structure, C18H22N2O5PdTe in a non-equilibrium geometry. The level of theory is ωB97M-V/def2-TZVPD.

Element x y z (Å)
1 Pd 1.449 0.687 -0.235
2 O -3.082 -4.340 -0.075
3 C -1.916 -3.605 -0.085
4 C -1.192 -3.379 1.069
5 C -0.040 -2.597 0.994
6 N 0.374 -2.032 -0.141
7 C -0.291 -2.329 -1.269
8 C -1.451 -3.101 -1.287
9 C 0.159 -1.769 -2.641
10 O -0.275 -2.418 -3.622
11 O 0.852 -0.737 -2.613
12 C 0.753 -2.401 2.329
13 O 0.432 -3.234 3.217
14 O 1.536 -1.444 2.378
15 H -3.200 -4.657 0.827
16 H -1.446 -3.802 2.033
17 H -1.926 -3.294 -2.237
18 C -3.169 0.082 0.134
19 N -1.709 0.257 -0.004
20 C -1.083 0.553 1.328
21 C -1.372 1.245 -1.149
22 C -1.065 2.619 -0.653
23 C -2.063 3.593 -0.568
24 C -1.761 4.850 -0.051
25 C -0.459 5.079 0.388
26 C 0.513 4.079 0.298
27 C 0.290 2.803 -0.246
28 H -3.364 -0.580 0.975
29 H -3.553 -0.351 -0.787
30 H -3.608 1.063 0.310
31 H -1.297 -0.631 -0.311
32 H -1.545 1.461 1.712
33 H -0.006 0.725 1.184
34 H -1.281 -0.315 1.954
35 H -2.214 1.137 -1.838
36 H -0.437 0.895 -1.576
37 H -3.074 3.381 -0.913
38 H -2.514 5.628 0.006
39 H -0.197 6.050 0.802
40 H 1.509 4.321 0.666
41 C 5.447 0.958 -0.184
42 Te 3.771 0.215 0.894
43 C 4.071 -1.753 0.124
44 H 5.254 0.854 -1.250
45 H 6.345 0.412 0.104
46 H 5.562 2.015 0.062
47 H 4.835 -2.305 0.670
48 H 4.335 -1.647 -0.928
49 H 3.102 -2.240 0.205

Properties
Charge ... -2
ΔE to the lowest compared entry with this formula, charge and spin ... 0.397 eV
Total energy ... -1580.65918 a.u.
Kohn-Sham gap ... 4.24 eV

***

Record 2
This record from the OMol25 dataset describes a gas-phase ion, C3HN2O2 (charge +1) in a non-equilibrium geometry. The level of theory is ωB97M-V/def2-TZVPD.

Element x y z (Å)
1 C -0.848 -1.083 0.133
2 C -2.564 0.708 -0.016
3 C 1.576 -0.409 -0.003
4 N -1.560 -0.027 -0.057
5 N 2.657 0.005 -0.037
6 O 0.500 -0.920 -0.104
7 O -3.333 1.522 -0.041
8 H 3.572 0.204 0.126

Properties
Charge ... +1
ΔE to the lowest compared entry with this formula, charge and spin ... 3.241 eV
Total energy ... -374.45737 a.u.
Kohn-Sham gap ... 8.57 eV

***

Record 3
This record from the OMol25 dataset describes a molecular structure, C17H34N in a non-equilibrium geometry. The level of theory is ωB97M-V/def2-TZVPD.

Element x y z (Å)
1 C -5.919 -3.335 0.127
2 C -5.356 -2.308 -0.343
3 C -4.807 -0.951 -0.844
4 H -5.696 -0.313 -0.814
5 H -4.613 -1.342 -2.006
6 N -3.861 -0.654 0.053
7 C -2.836 -1.719 0.126
8 H -2.390 -1.680 -1.178
9 H -3.205 -2.523 0.192
10 H -1.885 -1.363 0.606
11 C -4.310 -0.174 1.411
12 H -5.081 0.533 1.343
13 H -4.697 -1.470 1.642
14 H -3.384 -0.047 2.069
15 C -3.337 0.704 -0.717
16 C -2.255 1.375 0.278
17 H -2.469 1.583 1.190
18 H -1.376 0.677 0.351
19 C -1.610 2.734 -0.711
20 C -0.685 3.490 0.217
21 C 0.546 2.654 0.418
22 C 1.222 2.132 -0.515
23 C 2.606 1.413 -0.190
24 C 2.263 0.022 0.630
25 C 3.590 -0.571 0.689
26 C 4.556 -1.229 -0.218
27 C 5.666 -2.250 0.311
28 C 6.582 -2.399 -0.852
29 H 7.298 -3.175 -0.315
30 H 6.980 -1.762 -1.315
31 H 5.991 -3.084 -1.551
32 H 6.214 -1.471 0.866
33 H 5.315 -2.879 0.905
34 H 4.832 -0.538 -0.810
35 H 3.842 -1.942 -0.873
36 H 4.213 0.140 1.597
37 H 3.327 -1.586 1.380
38 H 1.778 -0.666 0.040
39 H 1.674 0.198 1.344
40 H 3.094 1.234 -1.042
41 H 3.278 1.862 0.576
42 H 0.556 1.408 -0.966
43 H 1.510 2.792 -1.337
44 H 1.218 3.208 1.044
45 H 0.219 1.950 1.161
46 H -0.201 4.207 -0.557
47 H -1.024 3.762 1.040
48 H -2.436 3.131 -0.811
49 H -1.287 2.394 -1.711
50 H -3.137 0.579 -1.564
51 H -4.152 1.452 -0.682
52 H -6.360 -4.202 0.313

Properties
Charge ... +1
ΔE to the lowest compared entry with this formula, charge and spin ... 18.890 eV
Total energy ... -721.91125 a.u.
Kohn-Sham gap ... 8.56 eV

***

Record 4
This record from the OMol25 dataset describes a molecular structure, C21H27F5N4O7S2 in a non-equilibrium geometry. The level of theory is ωB97M-V/def2-TZVPD.

Element x y z (Å)
1 C 1.311 -5.751 2.341
2 C 1.095 -4.472 1.538
3 O -0.304 -4.140 1.519
4 C 1.826 -3.264 2.089
5 O 3.195 -3.243 1.695
6 O 3.417 -1.951 1.131
7 S 4.428 -2.106 -0.153
8 O 5.272 -0.971 -0.061
9 O 3.355 -1.725 -1.536
10 S 2.194 -2.789 -1.737
11 O 1.064 -2.466 -0.931
12 O 2.725 -4.102 -1.623
13 C 1.674 -2.579 -3.523
14 F 0.371 -2.876 -3.550
15 F 2.347 -3.479 -4.242
16 C 1.886 -1.156 -4.077
17 F 1.343 -0.251 -3.269
18 F 1.270 -1.097 -5.269
19 F 3.177 -0.906 -4.278
20 H 1.701 -5.567 3.336
21 H 2.042 -6.360 1.817
22 H 0.405 -6.339 2.357
23 H 1.386 -4.673 0.513
24 H -0.543 -4.068 0.594
25 H 1.308 -2.380 1.744
26 H 1.775 -3.274 3.175
27 N 1.477 0.274 0.217
28 C 2.598 0.998 -0.088
29 C 2.335 2.314 0.190
30 C 1.007 2.385 0.689
31 C 0.508 1.109 0.696
32 H 1.376 -0.718 0.109
33 H 3.479 0.529 -0.478
34 H 3.019 3.134 0.052
35 H 0.480 3.270 1.007
36 H -0.451 0.720 0.998
37 N -2.616 3.347 1.687
38 C -3.411 3.632 2.762
39 C -3.900 4.900 2.599
40 C -3.381 5.398 1.372
41 C -2.594 4.416 0.833
42 H -2.121 2.486 1.544
43 H -3.559 2.911 3.548
44 H -4.556 5.414 3.280
45 H -3.565 6.366 0.937
46 H -2.023 4.385 -0.080
47 N 0.519 3.665 -3.883
48 C 0.213 2.613 -3.062
49 C -0.763 3.029 -2.197
50 C -1.061 4.383 -2.511
51 C -0.255 4.745 -3.556
52 H 1.206 3.648 -4.612
53 H 0.713 1.665 -3.160
54 H -1.215 2.429 -1.424
55 H -1.785 5.016 -2.025
56 H -0.166 5.674 -4.092
57 N -2.728 -2.284 1.906
58 C -3.631 -1.777 2.797
59 C -3.853 -0.464 2.475
60 C -3.054 -0.169 1.338
61 C -2.373 -1.312 1.012
62 H -2.374 -3.224 1.905
63 H -4.037 -2.391 3.582
64 H -4.515 0.209 2.993
65 H -2.991 0.774 0.819
66 H -1.670 -1.516 0.222

Properties
Total energy ... -2857.62263 a.u.
Kohn-Sham gap ... 7.39 eV

***

Record 5
This record from the OMol25 dataset describes 2 unconnected molecules or ions with the total composition CH3O3PS in a non-equilibrium geometry. The level of theory is ωB97M-V/def2-TZVPD.

Element x y z (Å)
1 C 1.437 -0.162 0.059
2 O 1.798 1.099 -0.052
3 O 2.055 -0.902 -0.928
4 O 0.634 -0.542 0.848
5 P -3.819 -0.582 0.706
6 S -3.907 0.699 -0.698
7 H 1.195 1.664 0.424
8 H 2.858 -0.564 -1.328
9 H -2.252 -0.710 0.971

Properties
ΔE to the lowest compared entry with this formula, charge and spin ... 1.372 eV
Structure (SMILES) ... O=C(O)O.P=S
Total energy ... -1005.14775 a.u.
Kohn-Sham gap ... 7.43 eV

***

Record 6
This record from the OMol25 dataset describes a molecular structure, C34H27CoN2O4PS2 in a non-equilibrium geometry. The level of theory is ωB97M-V/def2-TZVPD.

Element x y z (Å)
1 Co -1.142 -0.053 -1.697
2 C 1.667 -1.165 3.259
3 C 1.037 -2.009 2.358
4 C 0.950 -1.657 1.024
5 C 1.491 -0.455 0.582
6 C 2.143 0.379 1.484
7 C 2.222 0.026 2.818
8 P 1.325 -0.017 -1.180
9 C 3.071 0.110 -1.707
10 C 3.376 0.881 -2.826
11 C 4.693 1.064 -3.204
12 C 5.714 0.468 -2.478
13 C 5.411 -0.326 -1.384
14 C 4.094 -0.521 -1.007
15 C 0.828 1.728 -1.325
16 C 1.586 2.850 -1.021
17 C 1.065 4.097 -1.317
18 C -0.171 4.211 -1.933
19 C -0.912 3.083 -2.261
20 C -0.427 1.823 -1.943
21 H 1.739 -1.445 4.299
22 H 0.615 -2.942 2.697
23 H 0.457 -2.319 0.322
24 H 2.600 1.293 1.134
25 H 2.719 0.686 3.514
26 H 2.579 1.353 -3.383
27 H 4.929 1.682 -4.058
28 H 6.743 0.624 -2.763
29 H 6.204 -0.787 -0.813
30 H 3.860 -1.141 -0.152
31 H 2.568 2.749 -0.583
32 H 1.629 4.985 -1.072
33 H -0.566 5.188 -2.172
34 H -1.850 3.201 -2.782
35 C -4.514 1.910 -1.853
36 C -4.391 0.438 -1.929
37 N -3.298 -0.243 -2.105
38 C -3.535 -1.596 -2.158
39 C -4.849 -1.944 -2.034
40 S -5.811 -0.551 -1.817
41 C -2.409 -2.488 -2.321
42 C -2.430 -3.850 -2.286
43 S -0.863 -4.486 -2.554
44 C -0.249 -2.874 -2.705
45 N -1.159 -1.950 -2.535
46 C 1.179 -2.639 -3.014
47 H -3.588 2.356 -1.500
48 H -5.324 2.182 -1.180
49 H -4.748 2.315 -2.839
50 H -5.293 -2.918 -2.037
51 H -3.271 -4.488 -2.114
52 H 1.638 -3.557 -3.366
53 H 1.721 -2.308 -2.121
54 H 1.281 -1.860 -3.769
55 O -3.051 -1.442 0.683
56 C -2.165 -0.676 1.018
57 O -1.408 -0.044 0.190
58 C -1.845 -0.418 2.463
59 C -2.260 -1.354 3.410
60 C -1.959 -1.206 4.756
61 C -1.238 -0.087 5.114
62 O -0.776 0.273 6.335
63 C -0.087 1.491 6.157
64 O -0.138 1.852 4.793
65 C -0.838 0.869 4.164
66 C -1.119 0.719 2.828
67 H -2.808 -2.216 3.064
68 H -2.263 -1.932 5.490
69 H 0.961 1.373 6.473
70 H -0.556 2.271 6.775
71 H -0.782 1.434 2.095

Properties
Spin multiplicity ... 5
Charge ... +1
Total energy ... -4242.57866 a.u.
Kohn-Sham gap (alpha / beta) ... 7.41 / 5.03 eV

***

- What is the total energy in the second record?
  -374.45737 a.u.

***

Repeat the fifth record exactly.
This record from the OMol25 dataset describes 2 unconnected molecules or ions with the total composition CH3O3PS in a non-equilibrium geometry. The level of theory is ωB97M-V/def2-TZVPD.

Element x y z (Å)
1 C 1.437 -0.162 0.059
2 O 1.798 1.099 -0.052
3 O 2.055 -0.902 -0.928
4 O 0.634 -0.542 0.848
5 P -3.819 -0.582 0.706
6 S -3.907 0.699 -0.698
7 H 1.195 1.664 0.424
8 H 2.858 -0.564 -1.328
9 H -2.252 -0.710 0.971

Properties
ΔE to the lowest compared entry with this formula, charge and spin ... 1.372 eV
Structure (SMILES) ... O=C(O)O.P=S
Total energy ... -1005.14775 a.u.
Kohn-Sham gap ... 7.43 eV

***

- Which of these has the highest total energy?
  C3HN2O2

***

- The lowest total energy belongs to which entry?
  C34H27CoN2O4PS2